[1]
{"formula": "C4H10NO", "method": "wB97M-V/def2-TZVPD", "orbital_gap_ev": 6.6, "max_force_ev_per_a": 0.83, "total_charge": -1, "de_lowest_kj_mol": 124.91, "symbols": ["C", "C", "H", "H", "C", "H", "H", "C", "H", "H", "H", "H", "H", "O", "H", "N"], "coordinates": [[-0.959, -0.071, 0.448], [2.863, -0.276, -1.782], [-3.001, 0.479, 3.100], [1.163, -0.134, -2.971], [2.247, -0.182, -2.954], [-0.706, 1.035, 2.257], [-3.200, 0.660, 1.477], [-1.257, 0.135, 1.952], [-1.378, -1.080, 0.184], [2.301, -0.360, -0.854], [-0.821, -0.694, 2.518], [2.752, -0.175, -3.913], [-1.608, 0.675, -0.088], [0.354, 0.045, 0.170], [3.949, -0.230, -1.746], [-2.699, 0.173, 2.203]], "forces_ev_per_a": [[0.668, -0.288, 0.267], [0.169, 0.126, -0.284], [0.010, 0.366, 0.557], [-0.022, -0.138, -0.010], [-0.306, -0.139, 0.289], [-0.144, 0.152, -0.029], [0.072, 0.218, -0.048], [-0.090, 0.001, -0.011], [-0.170, 0.160, 0.006], [-0.189, 0.232, -0.042], [0.000, -0.057, -0.079], [0.190, 0.198, 0.047], [-0.154, 0.052, -0.047], [0.023, 0.009, -0.180], [0.033, -0.233, 0.057], [-0.091, -0.661, -0.496]], "lowdin_charge": [-0.557, -0.087, 0.020, 0.038, -0.106, 0.085, 0.033, -0.321, 0.081, 0.014, 0.088, 0.020, 0.072, -0.358, 0.029, -0.049]}



[2]
{"formula": "C4H5NO", "method": "wB97M-V/def2-TZVPD", "orbital_gap_ev": 10.8, "smiles": "CC(=O)CC#N", "max_force_ev_per_a": 7.40, "total_charge": 0, "de_lowest_kj_mol": 174.76, "symbols": ["C", "O", "C", "N", "C", "H", "H", "H", "H", "C", "H"], "coordinates": [[1.473, 0.582, 0.092], [0.830, -1.655, 0.664], [0.546, -0.562, 0.275], [-3.077, -0.033, 0.833], [-1.958, -0.160, 0.502], [-0.746, 0.549, -0.892], [2.534, 0.545, 0.625], [0.887, 1.484, 0.083], [-1.292, -0.995, -0.947], [-0.841, -0.215, -0.266], [1.644, 0.461, -0.969]], "forces_ev_per_a": [[2.191, -0.419, 0.408], [0.125, -0.359, 0.322], [-0.321, -0.333, 0.429], [2.875, -0.493, -0.228], [-6.430, 1.627, 3.284], [0.109, 3.774, -2.325], [-2.673, 0.186, -0.925], [0.328, 0.761, 0.777], [1.502, -0.083, 0.119], [1.682, -4.708, -1.176], [0.613, 0.045, -0.685]], "lowdin_charge": [-0.013, 0.118, -0.453, 0.160, -0.245, 0.078, 0.148, 0.077, 0.179, -0.139, 0.092]}



[3]
{"formula": "C2H5O2P", "method": "wB97M-V/def2-TZVPD", "orbital_gap_ev": 9.3, "max_force_ev_per_a": 4.81, "total_charge": 0, "de_lowest_kj_mol": 83.96, "symbols": ["H", "H", "H", "P", "O", "H", "O", "C", "H", "C"], "coordinates": [[-3.126, -0.192, 0.089], [1.643, 0.487, -1.079], [-1.807, -1.496, 0.274], [-0.485, 1.248, -0.274], [-1.313, 0.529, 1.036], [1.610, 0.056, 0.593], [-1.269, -0.022, -1.087], [1.434, 0.852, -0.122], [1.914, 1.728, 0.057], [-2.028, -0.398, 0.067]], "forces_ev_per_a": [[0.952, 0.111, -0.426], [0.593, -0.535, -1.655], [-0.429, 1.365, 0.127], [0.067, -0.234, 0.544], [-0.400, -0.984, -1.535], [0.187, 0.051, 0.244], [-0.109, 0.330, 0.216], [-4.067, -2.506, 0.548], [1.400, 2.526, 0.688], [1.806, -0.124, 1.250]], "lowdin_charge": [0.121, 0.001, 0.129, 0.936, -0.368, 0.037, -0.351, -0.216, -0.024, -0.265]}